{"formula": "C37H35N4O3TeV", "method": "wB97M-V/def2-TZVPD", "elements": ["V", "O", "C", "N", "C", "O", "C", "C", "C", "C", "C", "N", "C", "C", "C", "C", "C", "N", "H", "H", "H", "H", "H", "H", "H", "H", "C", "C", "C", "C", "C", "C", "Te", "N", "C", "O", "C", "C", "C", "C", "C", "C", "C", "C", "C", "C", "C", "C", "C", "C", "C", "C", "C", "C", "H", "H", "H", "H", "H", "H", "H", "H", "H", "H", "H", "H", "H", "H", "H", "H", "H", "H", "H", "H", "H", "H", "H", "H", "H", "H", "H"], "coordinates": [[0.357, -2.669, 0.113], [-1.829, -3.230, 3.511], [-1.314, -3.349, 2.428], [-0.009, -3.124, 2.039], [0.999, -2.923, 2.960], [0.930, -2.894, 4.162], [2.339, -2.801, 2.256], [3.510, -2.733, 2.980], [4.713, -2.692, 2.289], [4.697, -2.721, 0.905], [3.480, -2.774, 0.252], [2.318, -2.804, 0.911], [-2.161, -3.725, 1.224], [-3.468, -4.143, 1.375], [-4.194, -4.446, 0.233], [-3.595, -4.297, -1.013], [-2.291, -3.843, -1.077], [-1.585, -3.573, 0.025], [3.457, -2.731, 4.060], [5.650, -2.647, 2.828], [5.613, -2.701, 0.332], [3.428, -2.784, -0.830], [-3.882, -4.222, 2.370], [-5.216, -4.789, 0.315], [-4.131, -4.517, -1.925], [-1.791, -3.674, -2.021], [-1.126, 4.815, 4.690], [-1.172, 3.727, 3.655], [-0.491, 2.532, 3.842], [-0.531, 1.501, 2.909], [0.153, 0.200, 3.222], [-1.263, 1.718, 1.740], [-1.411, 0.196, 0.282], [0.455, -0.618, 0.259], [0.754, -1.078, -1.012], [-0.188, -1.839, -1.576], [1.977, -0.710, -1.739], [2.164, -1.165, -3.045], [3.326, -0.845, -3.730], [4.306, -0.073, -3.120], [4.120, 0.383, -1.821], [2.962, 0.069, -1.130], [-1.100, 1.271, -1.493], [-0.041, 2.176, -1.624], [0.834, 2.628, -0.484], [0.186, 2.721, -2.884], [-0.601, 2.404, -3.982], [-0.336, 3.007, -5.331], [-1.653, 1.511, -3.805], [-1.919, 0.928, -2.576], [-3.049, -0.062, -2.458], [-2.018, 2.879, 1.541], [-2.921, 3.096, 0.353], [-1.945, 3.873, 2.509], [-0.396, 4.591, 5.465], [-2.101, 4.932, 5.165], [-0.866, 5.772, 4.236], [0.074, 2.384, 4.755], [0.477, 0.176, 4.261], [1.014, 0.027, 2.577], [-0.531, -0.644, 3.098], [1.388, -1.754, -3.514], [3.467, -1.196, -4.744], [5.212, 0.175, -3.656], [4.882, 0.987, -1.346], [2.814, 0.411, -0.114], [1.041, 1.826, 0.222], [0.363, 3.446, 0.066], [1.784, 2.991, -0.874], [1.009, 3.417, -3.005], [0.548, 3.642, -5.313], [-1.185, 3.611, -5.653], [-0.185, 2.229, -6.080], [-2.275, 1.251, -4.655], [-3.567, -0.161, -3.409], [-3.785, 0.251, -1.713], [-2.666, -1.046, -2.176], [-3.465, 2.187, 0.078], [-2.361, 3.427, -0.523], [-3.665, 3.855, 0.586], [-2.526, 4.778, 2.371]], "multiplicity": 2, "gap_ev": [7.747, 7.072], "charge": 1, "total_energy_ha": -3087.572271, "lumo_ha": [-0.112, -0.103], "e_homo_ev": [-10.8, -9.9], "e_above_lowest_kcal_mol": 0.0}